Below is a 13-piece molecular cluster, C44H125N11O13 overall, with properties calculated with ωB97M-V with the def2-TZVPD basis set.

Cartesian coordinates (Å):
1 O -21.4411 -18.4585 -27.9938
2 H -21.3730 -19.0136 -28.7706
3 H -21.7608 -19.0442 -27.3075
4 O -20.7154 -20.6387 -24.9114
5 H -20.3495 -20.7789 -24.0382
6 H -19.9896 -20.2784 -25.4208
7 C -20.4873 -20.8830 -31.4273
8 C -21.2836 -21.8105 -30.4325
9 C -20.4712 -22.1894 -29.1875
10 O -19.3712 -23.0674 -29.4826
11 C -19.6192 -24.3966 -29.9746
12 N -22.4939 -21.1262 -30.0028
13 H -21.1320 -20.2746 -32.0615
14 H -19.8213 -21.5452 -31.9806
15 H -19.7452 -20.2282 -30.9706
16 H -21.5644 -22.7201 -30.9635
17 H -21.0665 -22.3740 -28.2932
18 H -20.0197 -21.3601 -28.6432
19 H -18.7373 -24.6193 -30.5752
20 H -20.4809 -24.4582 -30.6393
21 H -19.7416 -25.1385 -29.1855
22 H -23.2216 -21.2628 -30.6897
23 H -22.9472 -21.5681 -29.2158
24 C -12.5892 -27.3893 -31.1675
25 C -11.5470 -26.5611 -30.3913
26 C -11.9303 -26.2346 -28.8819
27 O -12.2494 -27.4598 -28.1444
28 C -12.8648 -27.1942 -26.8790
29 N -10.3527 -27.3951 -30.3033
30 H -13.6028 -27.2464 -30.7930
31 H -12.3788 -28.4566 -31.0991
32 H -12.6162 -27.2529 -32.2486
33 H -11.2190 -25.5828 -30.7427
34 H -12.8293 -25.6229 -28.8067
35 H -11.2549 -25.5007 -28.4423
36 H -12.0870 -26.8377 -26.2037
37 H -13.3814 -28.0845 -26.5204
38 H -13.7078 -26.5189 -27.0253
39 H -10.3525 -28.1699 -29.6554
40 H -10.1139 -27.8432 -31.1764
41 C -11.1949 -24.8702 -16.2595
42 C -12.2661 -26.0519 -16.3964
43 C -12.5992 -26.4854 -17.8389
44 O -13.6551 -25.6918 -18.4036
45 C -13.8132 -25.8269 -19.7958
46 N -11.6814 -27.1294 -15.5759
47 H -11.5263 -24.0791 -16.9321
48 H -10.2443 -25.2657 -16.6173
49 H -11.0428 -24.4371 -15.2708
50 H -13.2221 -25.7804 -15.9488
51 H -13.0082 -27.4949 -17.7972
52 H -11.7346 -26.6487 -18.4822
53 H -13.0844 -25.2877 -20.4009
54 H -14.8145 -25.4299 -19.9627
55 H -13.6523 -26.8350 -20.1778
56 H -11.8532 -26.7959 -14.6381
57 H -10.7261 -26.9157 -15.8248
58 C -16.4002 -19.2409 -26.0400
59 C -15.4608 -20.4526 -26.1729
60 C -14.2711 -20.3205 -25.0663
61 O -13.2544 -21.2341 -25.4268
62 C -12.1435 -21.5153 -24.5393
63 N -16.0594 -21.8050 -26.0672
64 H -15.9824 -18.3795 -26.5611
65 H -16.7138 -18.9936 -25.0258
66 H -17.3156 -19.3906 -26.6125
67 H -14.9288 -20.4638 -27.1242
68 H -14.7219 -20.5056 -24.0914
69 H -13.8202 -19.3282 -25.0699
70 H -11.3892 -22.1286 -25.0322
71 H -12.5708 -21.8854 -23.6073
72 H -11.6396 -20.6032 -24.2193
73 H -16.7031 -21.9765 -26.8264
74 H -15.3110 -22.4051 -26.3832
75 C -10.2895 -14.7790 -31.4796
76 C -10.7430 -14.1040 -30.2480
77 C -10.1404 -14.6269 -28.9312
78 O -10.0892 -16.1069 -28.8494
79 C -9.8104 -16.6292 -27.5458
80 N -10.7742 -12.6580 -30.3560
81 H -9.2062 -14.8995 -31.4841
82 H -10.6278 -14.2457 -32.3680
83 H -10.6106 -15.8193 -31.4261
84 H -11.7599 -14.4350 -30.0372
85 H -10.5989 -14.3054 -27.9960
86 H -9.1080 -14.3098 -29.0784
87 H -9.5982 -17.6964 -27.4819
88 H -10.6783 -16.4697 -26.9060
89 H -9.0531 -16.1030 -26.9647
90 H -11.3777 -12.3801 -31.1167
91 H -11.2310 -12.1241 -29.6305
92 C -7.5295 -23.5216 -32.0989
93 C -6.6108 -23.8878 -30.9709
94 C -7.0884 -23.4207 -29.6430
95 O -6.1326 -23.6601 -28.6087
96 C -6.5376 -23.4671 -27.2810
97 N -6.4210 -25.2709 -30.9301
98 H -8.0143 -22.5564 -31.9525
99 H -8.3490 -24.2351 -32.1856
100 H -6.9600 -23.5107 -33.0282
101 H -5.6364 -23.4164 -31.0990
102 H -8.0641 -23.7603 -29.2954
103 H -7.0993 -22.3319 -29.5922
104 H -7.0798 -22.5446 -27.0736
105 H -5.6591 -23.4956 -26.6365
106 H -7.1477 -24.3431 -27.0608
107 H -6.1555 -25.6324 -30.0251
108 H -7.3416 -25.6494 -31.1016
109 C -14.7456 -21.0656 -16.7586
110 C -16.2026 -21.0887 -17.2820
111 C -16.3221 -20.3520 -18.5684
112 O -15.7990 -19.0098 -18.4990
113 C -16.1838 -18.3773 -19.7362
114 N -16.5947 -22.5353 -17.3901
115 H -14.4811 -20.2164 -16.1284
116 H -13.9724 -21.1347 -17.5237
117 H -14.5697 -21.8095 -15.9815
118 H -16.8039 -20.5846 -16.5254
119 H -17.3993 -20.3352 -18.7341
120 H -15.9472 -20.9583 -19.3930
121 H -16.9603 -18.8159 -20.3630
122 H -15.2954 -18.5365 -20.3473
123 H -16.0294 -17.2986 -19.7100
124 H -15.8599 -23.0422 -17.8625
125 H -17.4474 -22.8429 -17.8355
126 C -20.7098 -14.1468 -22.4127
127 C -20.6135 -14.6395 -23.8088
128 C -19.5445 -13.9751 -24.6105
129 O -19.4372 -12.5974 -24.7623
130 C -20.6671 -12.0645 -25.2531
131 N -20.4356 -16.0496 -23.8227
132 H -21.6821 -14.3805 -21.9789
133 H -20.6782 -13.0776 -22.2032
134 H -20.0225 -14.6505 -21.7330
135 H -21.5768 -14.3273 -24.2122
136 H -19.7513 -14.2460 -25.6459
137 H -18.6074 -14.4652 -24.3464
138 H -20.5647 -11.0138 -25.5247
139 H -21.4373 -12.0485 -24.4820
140 H -20.8964 -12.5030 -26.2243
141 H -21.2972 -16.5456 -23.6450
142 H -20.1672 -16.3715 -24.7416
143 C -18.5169 -15.1356 -29.8842
144 C -19.7663 -14.4736 -30.3467
145 C -19.7588 -13.0152 -30.7484
146 O -21.0473 -12.3256 -30.9278
147 C -20.9449 -11.1257 -31.6273
148 N -20.4933 -15.3659 -31.2769
149 H -18.6654 -16.1486 -29.5102
150 H -18.2053 -14.4583 -29.0891
151 H -17.7361 -15.2130 -30.6409
152 H -20.4967 -14.4741 -29.5376
153 H -19.1426 -12.8363 -31.6296
154 H -19.3509 -12.4834 -29.8888
155 H -20.7948 -11.2931 -32.6938
156 H -19.9858 -10.6475 -31.4285
157 H -21.8214 -10.4896 -31.5043
158 H -20.8045 -16.2444 -30.8877
159 H -21.2267 -14.7087 -31.5011
160 C -9.6580 -16.6623 -21.3371
161 C -9.3014 -15.2063 -21.0209
162 C -7.9224 -14.8308 -20.4412
163 O -7.9644 -13.3893 -20.2389
164 C -6.9669 -12.8875 -19.3766
165 N -9.5165 -14.4567 -22.2346
166 H -8.9734 -17.1034 -22.0616
167 H -10.6863 -16.8247 -21.6603
168 H -9.6013 -17.2093 -20.3960
169 H -9.9927 -14.8324 -20.2657
170 H -7.0491 -15.2580 -20.9340
171 H -7.7757 -15.3645 -19.5022
172 H -7.1912 -13.3451 -18.4131
173 H -7.0023 -11.8025 -19.2783
174 H -6.0529 -13.1522 -19.9083
175 H -9.6546 -13.5225 -21.8764
176 H -8.5694 -14.3658 -22.5736
177 C -13.9370 -21.6903 -31.9793
178 C -12.4279 -21.2558 -32.1700
179 C -12.2738 -19.8309 -32.6825
180 O -12.8824 -19.5704 -33.9272
181 C -12.0694 -19.8815 -35.0584
182 N -11.9065 -21.3754 -30.8069
183 H -14.0253 -22.7766 -31.9628
184 H -14.6673 -21.3402 -32.7089
185 H -14.2832 -21.2987 -31.0228
186 H -12.0678 -22.0059 -32.8741
187 H -11.2116 -19.5901 -32.7256
188 H -12.5927 -19.1756 -31.8719
189 H -12.6392 -19.5790 -35.9370
190 H -11.8848 -20.9478 -35.1889
191 H -11.0886 -19.4120 -34.9827
192 H -10.9111 -21.2150 -30.7465
193 H -12.3473 -20.6567 -30.2508

Atomic forces in eV per Å
O 0.3 0.4 0.2
H -0.2 -0.3 -0.4
H -0.2 -0.2 0.2
O -0.3 0.0 -0.2
H 0.1 -0.1 0.2
H 0.3 0.1 -0.1
C 0.4 -1.2 0.7
C 0.5 1.0 0.1
C 0.9 0.1 0.1
O -0.8 -0.1 0.3
C 0.1 0.8 -0.1
N -0.8 0.4 0.2
H 0.0 -0.3 -0.1
H -0.3 0.0 -0.6
H -0.4 0.2 0.6
H 0.3 -0.2 -0.1
H -0.9 -1.8 -0.3
H 0.7 0.9 -1.1
H 0.0 -0.2 0.1
H -0.1 0.1 0.0
H 0.1 0.1 0.2
H 0.1 0.5 -0.6
H 0.4 -0.2 0.6
C -0.8 0.4 -0.1
C 0.2 -1.5 2.4
C -1.7 -0.7 -0.7
O 0.6 1.0 -0.4
C 0.0 -0.2 -1.1
N 1.8 0.2 -0.2
H -0.1 0.1 -0.1
H 0.1 0.1 0.6
H 0.2 0.6 0.0
H -0.5 -0.1 -0.7
H -0.6 0.0 -0.7
H 1.1 -0.9 0.4
H -0.4 0.2 0.4
H 0.7 -0.4 0.0
H 0.2 0.7 0.2
H -0.7 0.3 0.5
H -0.1 0.3 -0.3
C -1.8 -0.3 -1.5
C 0.6 1.3 0.4
C -0.7 -0.8 0.4
O 1.3 0.2 0.3
C 0.0 0.2 0.0
N -0.6 0.0 -1.2
H 0.3 0.3 0.0
H 0.1 0.1 -0.1
H -0.3 -0.4 0.1
H 0.0 0.3 -0.1
H -0.1 -0.3 0.5
H 0.4 0.9 -0.2
H 0.2 0.7 0.3
H 0.1 -0.3 -0.5
H -0.7 -0.5 0.4
H 0.5 -0.3 0.4
H 0.7 -1.1 1.0
C -0.3 -0.6 -0.8
C 1.7 0.1 1.2
C -0.8 -0.4 -1.3
O 0.8 -1.0 -0.4
C -1.5 1.4 0.3
N 0.2 0.4 0.3
H 0.4 0.1 0.5
H 0.3 0.0 0.1
H -0.2 -0.4 0.0
H 0.0 0.8 -0.2
H 0.1 -0.3 0.3
H -0.3 0.4 -0.1
H -0.6 -0.3 0.0
H 0.3 -0.8 0.0
H 0.1 0.4 -0.3
H -0.6 0.5 -0.1
H 0.5 -0.4 0.5
C 1.1 -0.9 -0.1
C -3.3 -0.7 2.4
C 2.2 -1.2 -0.5
O 0.0 0.5 -0.4
C -0.9 1.1 0.6
N 0.7 1.1 -0.3
H 0.3 0.5 -0.3
H 0.0 -0.3 0.0
H -0.4 0.1 -0.4
H -0.8 -0.2 -0.7
H -0.1 0.6 -0.3
H 0.5 0.2 1.1
H 0.1 0.1 -0.9
H -0.5 -0.1 0.0
H 0.7 0.2 -0.6
H 0.3 -0.4 -0.7
H 0.3 -0.6 0.9
C -0.3 0.4 -0.4
C 0.7 1.2 1.0
C -0.1 2.4 2.2
O 1.3 -0.6 -0.7
C -0.2 -0.9 -0.3
N -0.2 -2.7 -0.8
H 0.2 0.2 0.0
H 0.0 -0.2 0.0
H -0.2 0.0 -0.1
H 0.1 0.3 -0.2
H -0.3 -0.5 -0.4
H -0.7 0.5 -0.7
H -0.1 0.2 -0.3
H 0.1 0.0 -0.2
H -0.4 0.1 0.7
H 0.3 0.3 0.2
H -0.1 -0.7 -0.1
C 0.2 0.1 1.0
C 1.3 -1.2 1.0
C -0.9 0.5 0.1
O -1.9 -1.0 -0.7
C 3.3 0.1 -0.6
N 0.7 0.5 0.3
H -0.4 0.8 -0.6
H -0.2 -0.2 -0.2
H -0.3 -0.8 -0.5
H -0.3 -0.2 0.0
H -0.3 0.4 -0.4
H 0.7 0.2 -0.2
H -0.7 0.3 0.9
H 0.2 -0.5 -0.7
H -1.4 0.2 0.7
H 0.3 0.0 0.1
H -0.4 0.8 0.0
C -0.4 0.1 2.4
C -1.5 1.9 0.5
C 0.6 -1.3 -2.1
O -0.6 1.3 1.2
C 0.8 0.9 -0.1
N 0.4 -1.3 -0.3
H -0.3 -0.4 -0.1
H 0.5 0.2 -0.7
H 0.4 0.1 -0.2
H -0.2 -0.2 -0.7
H 0.1 -1.1 -0.4
H 0.4 0.6 0.2
H 0.7 0.2 0.3
H -0.3 -0.6 -0.3
H -0.6 -0.7 0.2
H -0.2 0.1 0.3
H 0.2 0.0 -0.3
C 0.9 1.1 0.4
C -3.1 -1.9 0.4
C 0.3 1.4 -0.2
O 0.0 -2.1 0.5
C 1.2 -0.1 -1.1
N 0.9 1.7 -1.6
H -0.4 0.2 0.1
H 0.8 -0.5 0.4
H 0.0 0.3 -0.2
H 0.5 0.3 1.1
H 0.1 0.0 -0.2
H 0.7 0.0 0.0
H -0.5 -0.3 -0.5
H -0.1 0.7 0.8
H 0.2 -0.1 0.4
H -0.2 0.4 0.3
H -1.1 -1.0 -0.6
C 0.8 -0.2 1.4
C -0.4 -0.4 0.0
C -0.6 -0.3 1.4
O -0.8 -1.0 -1.0
C -0.3 -0.7 -0.7
N 0.2 1.0 -0.2
H 0.0 0.0 0.0
H 0.1 0.6 -0.3
H 0.3 -0.5 0.0
H -0.2 -0.1 0.0
H 0.2 0.8 -1.2
H -0.4 0.3 0.8
H 1.0 0.0 0.3
H -0.4 -0.1 -0.3
H 0.7 0.0 1.0
H -0.3 0.6 -0.4
H 0.1 0.0 -1.0
C 0.2 0.5 -0.2
C -2.4 -0.5 0.4
C 0.7 -0.4 -0.1
O 0.0 0.1 0.0
C -0.4 -0.2 0.3
N 0.7 -0.4 -0.4
H 0.2 0.0 0.2
H 0.4 0.2 -0.4
H 0.0 -0.1 0.1
H 0.8 0.1 0.2
H 0.5 -0.1 -0.3
H -0.9 0.4 -0.3
H 0.3 0.3 0.1
H -0.1 -0.3 0.3
H 0.0 0.4 -0.2
H 0.2 0.0 -0.1
H -0.1 0.0 0.2

Computed properties:
Kohn-Sham gap = 0.3252 Ha

Mulliken atomic charge list, values in e, 5 entries: number 1, O, carries -0.634; number 2, H, carries 0.289; number 3, H, carries 0.303; number 4, O, carries -0.608; number 5, H, carries 0.292